[1]
28
Properties=species:S:1:pos:R:3:lowdin_charge:R:1 method="wB97M-V/def2-TZVPD" homo_lumo_gap_ha=0.319 spin_multiplicity=1 charge=+1 relative_energy_kj_mol=148.3
Rb -0.42224 0.66966 2.88794 1.05
C -1.53548 -2.56483 1.79456 -0.09
O -0.42817 -1.70514 1.54157 -0.36
C 0.40297 -2.20342 0.53502 -0.24
C 1.60128 -1.28151 0.47590 -0.21
N 1.42176 0.02377 -0.17726 -0.06
C 0.94391 -0.18290 -1.56623 -0.19
C 0.90368 1.11882 -2.39156 -0.24
O -0.17885 1.99916 -2.18148 -0.17
C -0.05830 3.16385 -3.05939 -0.08
H -2.31404 -2.55973 1.03171 0.10
H -1.97554 -2.25838 2.74353 0.08
H -1.24899 -3.60669 1.93788 0.10
H -0.06649 -2.50215 -0.40226 0.14
H 0.80270 -3.14264 0.91736 0.13
H 2.39197 -1.81983 -0.04672 0.13
H 1.85356 -1.10438 1.52140 0.11
H 2.28190 0.54843 -0.24799 0.11
H -0.11007 -0.45865 -1.60083 0.12
H 1.52099 -0.94994 -2.08269 0.13
H 0.86303 0.77169 -3.42401 0.12
H 1.87433 1.58910 -2.23411 0.12
H 0.83804 3.78184 -3.00678 0.09
H -0.84390 3.88600 -2.83705 0.08
H -0.30367 2.87889 -4.08247 0.09
O -2.74602 2.28206 4.41701 -0.07
H -3.49085 1.80902 4.78806 0.05
H -1.97749 1.81791 4.74889 -0.04

***

[2]
26
Properties=species:S:1:pos:R:3:lowdin_charge:R:1 method="wB97M-V/def2-TZVPD" homo_lumo_gap_ha=0.344 spin_multiplicity=1 charge=0 smiles=CCCNCCCS.O relative_energy_kj_mol=281.4
C -2.06033 0.24584 -0.66212 -0.31
C -1.15259 -0.92197 -0.98450 -0.54
S -1.35376 -1.12664 -2.81505 0.74
C -1.99672 0.42594 0.86965 -0.24
N -0.80071 1.12867 1.50067 -0.07
C 0.55656 0.50336 1.26234 -0.26
C 1.44046 1.41323 0.43581 -0.17
C 2.51532 0.33451 -0.23952 -0.07
H -2.08451 1.30758 -1.17831 0.14
H -3.09793 0.06615 -1.04470 0.10
H -1.61775 -1.83816 -0.56455 0.09
H -0.12038 -0.98828 -0.62253 0.01
H -0.50833 -0.27971 -3.14864 -0.23
H -2.12364 -0.48021 1.43718 0.10
H -2.85455 1.03292 1.21259 0.11
H -0.91343 2.09382 1.09100 0.11
H 0.95269 0.27386 2.29960 0.14
H 0.41095 -0.39254 0.64588 0.02
H 2.11344 1.84738 1.12942 0.07
H 0.88403 2.04364 -0.20071 0.09
H 2.52040 0.47499 -1.32282 0.05
H 2.18061 -0.69859 0.01616 0.01
H 3.65172 0.49531 0.18168 0.12
H 1.69988 -2.02755 -0.30377 0.02
H 0.72669 -2.30613 0.93189 0.05
O 1.03191 -2.62743 0.07338 -0.07

***

[3]
25
Properties=species:S:1:pos:R:3:lowdin_charge:R:1 method="wB97M-V/def2-TZVPD" homo_lumo_gap_ha=0.318 spin_multiplicity=1 charge=0 smiles=CCCS.CCNC relative_energy_kj_mol=192.8
C -1.05397 -1.96817 1.69792 -0.12
C -1.50790 -0.56585 1.48681 -0.29
N -1.63375 -0.25879 0.05431 -0.21
C -2.15254 1.11627 -0.14251 -0.09
H -0.11647 -2.29082 1.21672 0.08
H -0.80641 -2.07886 2.78339 0.09
H -1.74440 -2.79172 1.56654 0.07
H -2.49718 -0.45345 2.01451 0.13
H -0.74638 0.02714 1.98971 0.11
H -2.27865 -0.94997 -0.41315 0.14
H -0.64458 -0.55368 -1.01425 -0.19
H -3.04343 1.29249 0.42838 0.07
H -2.40809 1.15184 -1.21025 0.09
H -1.39160 1.85205 0.04996 0.08
C 2.01333 1.93001 -0.95383 -0.11
C 2.19763 0.54108 -0.27169 -0.31
C 2.14250 -0.59137 -1.28200 -0.32
S 0.14882 -1.06425 -2.16189 0.39
H 2.97742 2.22176 -1.33503 0.06
H 1.55702 2.61708 -0.25742 0.06
H 1.33191 1.85152 -1.80337 0.06
H 3.11936 0.52926 0.22163 0.08
H 1.42724 0.39889 0.49900 0.08
H 2.45664 -1.57303 -0.93457 0.04
H 2.65348 -0.38943 -2.22890 0.04